(1)
24
Properties=species:S:1:pos:R:3:lowdin_charge:R:1 method="wB97M-V/def2-TZVPD" total_charge=0 max_force_ev_per_a=4.8 homo_lumo_gap_ev=8.493 e_above_lowest_kj_mol=138.4
C -2.36 1.89 0.36 -0.176
C -2.64 -2.11 0.51 -0.287
C 1.78 1.80 -0.25 -0.207
C 0.13 -0.68 -1.51 -0.167
C 2.32 -1.23 0.45 -0.213
O -2.30 0.50 0.45 -0.480
Si -3.11 -0.61 -0.47 0.696
Si 1.06 0.13 0.14 0.628
H -2.95 2.29 1.12 0.060
H -2.57 2.28 -0.60 0.064
H -1.25 2.04 0.65 0.090
H -2.99 -2.13 1.64 0.087
H -2.75 -2.97 0.02 -0.049
H -1.59 -2.05 0.67 -0.013
H 2.25 2.09 0.65 0.020
H 2.56 1.77 -0.86 -0.025
H 1.12 2.51 -0.68 0.026
H -0.78 -0.11 -1.64 -0.047
H 0.81 -0.69 -2.33 0.018
H -0.07 -1.63 -1.22 -0.045
H 2.69 -1.03 1.35 -0.046
H 1.95 -2.23 0.51 0.017
H 3.18 -1.31 -0.35 0.083
H 0.26 0.43 1.22 -0.034

=====

(2)
22
Properties=species:S:1:pos:R:3:lowdin_charge:R:1 method="wB97M-V/def2-TZVPD" total_charge=+1 max_force_ev_per_a=3.1 homo_lumo_gap_ev=9.413 e_above_lowest_kj_mol=220.3
C 0.45 0.30 -1.27 -0.197
N 1.30 0.74 -0.18 -0.145
C 2.70 1.05 -0.52 -0.108
C -0.21 -1.08 -0.86 -0.108
N -1.23 -1.00 0.30 -0.007
C -2.48 -0.36 -0.21 -0.042
H -0.37 1.03 -1.35 0.114
H 0.94 0.24 -2.24 0.132
H 0.89 1.44 0.40 0.086
H 2.94 1.82 -1.29 0.084
H 3.23 1.54 0.33 0.091
H 3.09 0.11 -0.89 0.075
H -0.81 -1.28 -1.77 0.121
H 0.57 -1.83 -0.83 0.119
H -0.76 -0.27 1.05 0.092
H -1.48 -1.92 0.65 0.168
H -2.84 0.26 0.62 0.101
H -2.45 0.25 -1.12 0.098
H -3.37 -0.99 -0.36 0.107
H -0.55 -0.22 3.13 0.112
H 0.55 0.51 2.47 0.098
O -0.38 0.26 2.31 0.008

=====

(3)
84
Properties=species:S:1:pos:R:3:lowdin_charge:R:1 method="wB97M-V/def2-TZVPD" total_charge=-1 max_force_ev_per_a=3.8 homo_lumo_gap_ev=7.181 e_above_lowest_kj_mol=267.1
C -5.52 1.88 5.08 -0.107
C -4.94 0.40 5.08 -0.182
C -3.78 0.18 4.04 -0.176
F -3.04 1.39 3.84 -0.049
B -4.31 -0.24 2.56 -0.409
O -4.43 -1.59 2.15 0.249
B -4.11 -1.76 0.77 -0.474
C -3.22 -2.93 0.15 -0.055
C -3.31 -4.32 0.89 -0.197
C -2.17 -4.48 2.00 -0.201
C -0.86 -5.18 1.44 -0.202
C 0.17 -4.10 0.91 -0.203
C 1.23 -3.65 1.99 -0.211
C 2.71 -3.87 1.49 -0.214
C 3.05 -2.93 0.24 -0.201
C 3.66 -1.60 0.81 -0.209
C 3.36 -0.31 -0.06 -0.193
C 1.83 -0.06 -0.35 -0.158
C 1.62 0.81 -1.67 -0.112
N 2.32 0.12 -2.79 -0.139
C 3.10 0.72 -3.75 -0.104
C 3.65 -0.28 -4.66 -0.098
C 3.11 -1.58 -4.15 -0.105
C 2.29 -1.26 -3.01 -0.109
O -4.61 -0.77 -0.12 0.244
B -4.08 0.45 0.41 -0.352
C -2.97 1.29 -0.41 -0.559
O -1.73 1.15 -0.20 -0.069
O -3.35 2.14 -1.32 -0.091
O -4.60 0.84 1.68 0.262
H -6.20 2.05 4.22 0.078
H -4.72 2.66 5.07 0.073
H -6.13 2.05 6.01 0.068
H -5.80 -0.33 4.96 0.118
H -4.52 0.24 6.11 0.105
H -3.07 -0.61 4.41 0.145
H -3.59 -3.10 -0.91 0.121
H -2.17 -2.55 0.03 0.111
H -4.32 -4.57 1.30 0.108
H -3.09 -5.11 0.12 0.098
H -1.93 -3.49 2.47 0.119
H -2.58 -5.17 2.79 0.100
H -0.42 -5.88 2.20 0.102
H -1.12 -5.82 0.55 0.097
H 0.68 -4.54 0.00 0.110
H -0.35 -3.18 0.56 0.089
H 1.05 -2.58 2.32 0.113
H 1.10 -4.27 2.92 0.103
H 3.36 -3.57 2.37 0.100
H 2.89 -4.94 1.22 0.102
H 2.15 -2.79 -0.39 0.063
H 3.79 -3.52 -0.38 0.111
H 4.78 -1.73 0.82 0.109
H 3.39 -1.42 1.90 0.105
H 4.01 -0.35 -0.97 0.109
H 3.72 0.57 0.55 0.110
H 1.22 -0.99 -0.49 0.083
H 1.40 0.53 0.50 0.108
H 2.18 1.76 -1.50 0.100
H 0.55 1.02 -1.88 0.129
H 3.34 1.81 -3.90 0.098
H 4.32 -0.15 -5.53 0.068
H 3.27 -2.61 -4.53 0.071
H 1.73 -1.96 -2.34 0.103
C 0.21 3.25 1.37 -0.017
C 1.13 3.92 0.38 -0.481
O 1.29 3.46 -0.73 0.053
C 1.85 5.17 0.83 -0.030
H -0.24 2.36 0.92 0.050
H 0.78 2.94 2.26 0.083
H -0.59 3.93 1.66 0.091
H 2.48 4.95 1.68 0.078
H 1.12 5.94 1.09 0.080
H 2.47 5.54 0.01 0.074
C 2.05 4.27 -6.33 -0.023
C 2.29 4.73 -4.92 -0.496
O 2.97 4.09 -4.15 0.059
C 1.66 6.03 -4.50 -0.022
H 2.56 3.32 -6.49 0.080
H 0.98 4.12 -6.49 0.088
H 2.44 5.00 -7.04 0.080
H 0.57 5.96 -4.58 0.089
H 2.03 6.85 -5.12 0.080
H 1.92 6.24 -3.46 0.079

=====

(4)
11
Properties=species:S:1:pos:R:3:lowdin_charge:R:1 method="wB97M-V/def2-TZVPD" total_charge=0 max_force_ev_per_a=3.6 homo_lumo_gap_ev=8.875 smiles="O=C1ON=C/C1=C/O" e_above_lowest_kj_mol=276.5
C -1.26 -0.27 -0.02 -0.070
C 0.08 -0.02 0.08 -0.088
C 1.11 -1.03 0.10 -0.092
C 0.91 1.22 0.01 -0.410
H -3.08 0.10 -0.01 0.136
H -1.60 -1.25 -0.08 0.112
H 0.94 -2.09 0.20 0.123
N 2.30 -0.54 -0.11 0.081
O -2.26 0.63 -0.11 0.081
O 2.18 0.81 -0.13 0.024
O 0.69 2.43 0.07 0.105

=====

(5)
49
Properties=species:S:1:pos:R:3:lowdin_charge:R:1 method="wB97M-V/def2-TZVPD" total_charge=0 max_force_ev_per_a=2.6 homo_lumo_gap_ev=10.057 smiles=OCCO.OCCO.OCCO.OCCO.CCO e_above_lowest_kj_mol=165.3
C 2.23 0.25 0.89 -0.061
C 0.85 0.84 1.31 -0.315
O -0.14 -0.13 1.30 -0.070
H 2.85 1.02 0.44 0.069
H 2.02 -0.54 0.16 0.058
H 2.74 -0.17 1.75 0.071
H 0.67 1.72 0.69 0.086
H 1.00 1.37 2.25 0.111
H 0.28 -0.88 1.73 0.065
C -1.17 1.14 -1.84 -0.256
C -1.51 2.59 -1.97 -0.248
O -2.88 2.76 -2.38 -0.070
O -2.12 0.47 -1.02 -0.047
H -0.17 0.94 -1.44 0.101
H -1.04 0.71 -2.83 0.118
H -0.97 3.17 -2.71 0.118
H -1.41 3.07 -1.00 0.108
H -3.38 2.30 -1.71 0.070
H -1.65 0.15 -0.25 0.053
C 2.47 5.13 -1.77 -0.184
C 1.65 4.28 -0.74 -0.236
O 2.15 4.31 0.62 -0.081
O 2.83 6.41 -1.17 -0.078
H 1.88 5.25 -2.69 0.115
H 3.38 4.56 -1.94 0.115
H 1.37 3.29 -1.10 0.099
H 0.71 4.78 -0.54 0.104
H 2.51 5.20 0.67 0.065
H 2.04 6.95 -1.23 0.084
C -2.14 -2.92 2.58 -0.223
C -1.81 -4.42 2.15 -0.219
O -2.43 -5.47 2.91 -0.076
O -3.51 -2.69 2.36 -0.059
H -1.68 -2.14 1.98 0.090
H -1.69 -2.70 3.55 0.117
H -0.74 -4.62 2.28 0.100
H -2.04 -4.62 1.11 0.103
H -3.38 -5.44 2.79 0.074
H -4.01 -2.86 3.16 0.085
C 1.12 -3.64 -0.52 -0.188
C -0.19 -3.46 -1.28 -0.208
O -0.22 -2.29 -2.12 -0.072
O 0.99 -3.14 0.84 -0.091
H 1.89 -2.98 -0.93 0.107
H 1.51 -4.65 -0.55 0.118
H -1.05 -3.33 -0.62 0.111
H -0.41 -4.25 -2.00 0.117
H 0.71 -2.21 -2.35 0.066
H 1.88 -3.11 1.19 0.083

=====

(6)
71
Properties=species:S:1:pos:R:3:lowdin_charge:R:1 method="wB97M-V/def2-TZVPD" multiplicity=4 total_charge=+2 max_force_ev_per_a=11.4 homo_lumo_gap_ev="4.115 / 4.314" e_above_lowest_kj_mol=0.0
P -1.75 -2.28 -0.88 0.653
P -0.29 0.64 -2.52 0.973
C -1.97 -1.42 -2.56 -0.380
C -0.64 -1.05 -3.19 -0.409
H -2.50 -0.52 -2.23 0.036
H -2.65 -1.94 -3.23 0.109
H 0.22 -1.67 -2.88 0.053
H -0.62 -1.13 -4.29 0.102
C -1.69 1.56 -3.26 -0.270
H -1.43 2.61 -3.16 0.037
H -2.63 1.42 -2.75 0.031
H -1.85 1.39 -4.32 0.066
C 0.86 1.27 -3.93 -0.204
H 0.70 0.87 -4.94 0.065
H 1.93 1.14 -3.72 0.011
H 0.73 2.35 -4.01 0.046
C -3.30 -3.23 -0.99 -0.207
H -3.65 -3.37 0.05 0.042
H -3.02 -4.18 -1.49 0.076
H -4.10 -2.73 -1.56 0.071
C -0.47 -3.51 -1.29 -0.236
H 0.49 -3.02 -1.48 0.039
H -0.73 -4.13 -2.15 0.085
H -0.34 -4.13 -0.40 0.055
Tc -1.24 -1.12 0.73 1.253
C 2.28 3.70 -1.13 -0.085
C 1.14 3.00 -1.11 -0.099
C 1.11 1.64 -0.31 -0.294
C 2.05 0.38 -0.55 -0.224
C 2.87 0.34 -1.81 -0.167
C 4.06 0.97 -1.94 -0.069
C 4.45 2.23 -1.17 -0.161
C 3.44 3.13 -0.39 -0.195
C 0.57 -2.01 1.28 -0.181
H 2.40 4.61 -1.70 0.117
H 0.21 3.29 -1.58 0.081
H 0.08 1.22 -0.43 -0.044
H 1.21 1.81 0.76 0.075
H 2.77 0.32 0.30 0.125
H 1.42 -0.54 -0.52 0.044
H 2.49 -0.30 -2.61 0.082
H 4.94 0.52 -2.46 0.126
H 4.93 2.93 -1.86 0.117
H 5.21 2.00 -0.41 0.117
H 3.05 2.53 0.43 0.086
H 3.99 3.98 0.07 0.128
H 1.32 -1.22 1.45 0.037
H 1.07 -2.69 0.57 0.029
H 0.55 -2.55 2.23 -0.002
C -2.97 -1.37 3.57 -0.049
N -1.63 -1.75 3.03 -0.318
C -1.46 -3.18 3.51 -0.057
C -0.63 -0.96 3.82 -0.188
C -0.61 0.39 3.24 -0.249
C 0.17 1.40 3.84 0.000
C 0.03 2.73 3.44 -0.022
C -0.94 3.02 2.48 -0.043
C -1.62 1.98 1.80 -0.071
C -1.30 0.62 2.04 -0.153
H -2.85 -1.05 4.62 0.117
H -3.57 -2.29 3.56 0.097
H -3.42 -0.60 2.95 0.086
H -0.49 -3.62 3.21 0.084
H -1.55 -3.21 4.62 0.128
H -2.26 -3.79 3.06 0.097
H -0.91 -0.95 4.90 0.151
H 0.38 -1.41 3.83 0.133
H 0.92 1.12 4.58 0.135
H 0.66 3.54 3.86 0.136
H -1.19 4.07 2.27 0.128
H -2.43 2.22 1.11 0.116

=====

Repeat the second record exactly.
22
Properties=species:S:1:pos:R:3:lowdin_charge:R:1 method="wB97M-V/def2-TZVPD" total_charge=+1 max_force_ev_per_a=3.1 homo_lumo_gap_ev=9.413 e_above_lowest_kj_mol=220.3
C 0.45 0.30 -1.27 -0.197
N 1.30 0.74 -0.18 -0.145
C 2.70 1.05 -0.52 -0.108
C -0.21 -1.08 -0.86 -0.108
N -1.23 -1.00 0.30 -0.007
C -2.48 -0.36 -0.21 -0.042
H -0.37 1.03 -1.35 0.114
H 0.94 0.24 -2.24 0.132
H 0.89 1.44 0.40 0.086
H 2.94 1.82 -1.29 0.084
H 3.23 1.54 0.33 0.091
H 3.09 0.11 -0.89 0.075
H -0.81 -1.28 -1.77 0.121
H 0.57 -1.83 -0.83 0.119
H -0.76 -0.27 1.05 0.092
H -1.48 -1.92 0.65 0.168
H -2.84 0.26 0.62 0.101
H -2.45 0.25 -1.12 0.098
H -3.37 -0.99 -0.36 0.107
H -0.55 -0.22 3.13 0.112
H 0.55 0.51 2.47 0.098
O -0.38 0.26 2.31 0.008